(1)
The following is a quantum chemistry calculation of a 9-piece molecular cluster, C20H61N13O9 overall in a non-equilibrium geometry, from OMol25.

Output
- HOMO-LUMO gap (eV) = 8.98
- highest occupied orbital energy (eV) = -8.73
- largest force on an atom (eV Å⁻¹) = 3.93

Structure (ORCA input):
```
! RIJCOSX wB97M-V def2-TZVPD def2/J DEFGRID3
* xyz 0 1
C -2.54973 -2.67730 -3.66054
C 0.48765 -0.79142 5.30413
N -0.51851 -0.12535 1.67470
N 2.74103 -0.87308 -5.07379
N -0.51342 1.50820 -3.20385
H -0.79801 4.12467 -2.58197
C -3.66957 3.80039 -5.96602
H 1.92198 -0.99984 -5.61449
H -4.02800 3.09056 -6.68533
H -4.41785 4.60512 -5.91725
H -2.46591 4.05973 -2.26953
H 1.35531 -0.73455 -2.22265
H 4.30937 0.37988 1.03831
H -1.36769 3.28485 -5.25463
C -2.13824 -4.06154 -3.22046
H -1.76863 -2.33557 -4.39769
O 2.99253 4.08013 5.22475
C 0.88348 3.27856 4.40261
H -2.81156 -1.96568 -2.83174
O -3.20610 -4.79444 -2.57118
H 0.41641 2.49269 2.51490
O 3.50596 -0.16256 -3.01266
C -0.57241 -3.64719 3.31113
O -2.89122 -1.80311 -0.00601
C -2.05130 2.61882 -4.76222
H -0.24946 -0.12109 5.77151
H 0.62375 -5.05030 2.31839
C 3.16630 -1.27777 0.73638
H 0.83882 3.65029 6.60413
H 2.54334 0.52703 1.06064
H 3.10687 3.76200 -4.45369
N 1.32329 -0.82027 -3.24296
C -1.04357 -4.05419 -2.20056
O 2.05478 -1.78395 0.65826
H 3.44546 2.33294 -3.67311
H -3.18241 -4.29411 -0.40786
H 0.07033 -0.18259 2.47876
H -3.38514 -2.75037 -4.28733
H -0.22503 -3.57958 -2.66631
N 2.72370 3.00929 -3.87354
H -0.60177 2.03345 3.68814
H -1.36815 3.06603 -1.33097
H -0.53875 2.73896 6.04824
N -0.06300 -4.37613 2.10785
H -2.08604 1.71688 -5.28198
C -1.57769 3.45931 -2.33262
C 2.39874 3.26882 4.25227
H 0.54309 4.29459 4.17759
H 5.02460 3.54608 5.02086
H -0.61166 0.69679 -1.40996
H -1.50794 -0.44796 -0.44077
H 2.70896 2.21497 4.35878
H 0.94014 -1.69185 -3.59664
H 4.40724 4.92194 3.95970
N 2.26780 2.59461 -1.68770
C 4.30197 4.42943 4.93891
O 0.95299 1.09310 0.55505
H -2.82821 4.32324 -6.52741
H 1.24147 -3.16506 4.43406
H 1.17635 -1.05807 6.11383
H -1.52845 -4.03548 5.15959
H -1.91965 -5.13961 3.89145
C 0.41950 -2.68330 3.86501
H 1.08692 -0.34771 4.47830
C 0.01121 0.36045 0.52376
C -3.84957 -2.50073 0.36387
N 3.40354 -0.03182 1.17013
H 0.27186 -3.68271 1.45305
C 0.55773 2.87406 5.85475
H -0.33278 -5.30105 4.67815
N -5.04059 -1.84049 0.83024
N 0.34932 2.24217 3.49653
O -0.28858 -1.87341 4.70795
H -0.34118 0.71941 -3.83935
C -1.10226 -4.64026 4.34145
H -1.29271 -3.50294 -1.28568
H 1.70800 2.71482 -0.86515
H 2.40747 1.66143 -2.02695
H 2.60457 3.65268 3.25118
H 1.11687 1.96000 6.08488
N 4.33271 -1.93094 0.31155
H 4.98217 -1.38244 -0.23960
H -5.61035 -2.39276 1.48246
H 0.36768 2.07008 -3.18587
O 1.69277 4.63657 -2.68237
H -1.22145 -0.72675 1.50265
C 2.16851 3.53709 -2.70542
O -3.31357 3.28592 -4.72471
H 0.87400 -2.05337 3.11681
H -5.08171 -0.86380 1.05393
H -0.78790 -5.08271 -2.00976
H -4.67024 -4.41664 0.39414
H -1.82461 -4.63309 -4.03395
H 4.01933 -2.63638 -0.32223
N -0.63865 0.00167 -0.60241
N -3.85197 -3.88971 0.26256
C -1.69022 2.28974 -3.27144
H 4.46932 5.24944 5.68636
H -1.48340 -3.12258 2.92896
H -4.01266 -4.56498 -3.04377
C 2.59991 -0.59745 -3.70775
H 3.52669 -0.49535 -5.53683
H -2.52428 1.73454 -2.89489
*
```

(2)
The following is a quantum chemistry calculation of a 10-piece molecular cluster, C20H62N10O10 overall in a non-equilibrium geometry, from OMol25.

Output
- HOMO-LUMO gap (eV) = 9.63
- highest occupied orbital energy (eV) = -9.16
- largest force on an atom (eV Å⁻¹) = 3.58

Structure (ORCA input):
```
! RIJCOSX wB97M-V def2-TZVPD def2/J DEFGRID3
* xyz 0 1
H 0.07369 -2.62261 -0.89262
H 2.32227 4.48205 -3.37858
H -0.20938 3.08349 -0.69707
H -3.06815 6.03812 2.97386
C -2.94721 4.06418 2.22461
H -1.40100 -3.01423 -3.80932
H 6.68446 -0.56276 -1.51167
H -1.28243 1.92879 0.16674
H -0.21247 -4.64542 4.08225
H 3.02907 -3.81554 0.46929
H 1.03203 -4.97381 5.42058
N 1.22846 0.59902 -3.34193
N -2.18697 -2.75632 -4.43212
H 6.24130 -1.69570 -0.16520
H 2.32996 6.52360 -2.06944
H 1.44965 0.85604 -2.38054
N 2.24604 -4.13093 0.97141
O 0.55664 -3.03454 5.13567
C 0.48606 -1.06962 3.88551
H -2.64398 -0.67821 0.26586
H 0.24130 0.54624 2.46959
H -0.06567 0.34662 -5.45031
H 3.09434 0.17908 3.41326
H 4.29807 -0.01669 -1.80798
H 2.31937 -4.98342 1.45658
O -0.55827 -0.43930 -2.47186
C -3.11922 -3.55035 -0.15665
H 2.73218 1.32196 -0.25492
C -3.25696 0.70923 -1.04277
H 0.69428 -0.28518 4.58301
N 3.87673 3.14142 2.37017
O 3.62633 -1.14092 -0.12497
H 1.61436 1.16866 -4.08274
H 3.23412 3.74341 2.87699
H -1.14149 -0.93362 -4.93901
H -0.36193 1.36419 -1.21978
C -0.37551 2.07097 -0.39959
H -3.08540 4.59718 4.23734
C 3.72398 1.76498 2.33580
H -4.30775 -1.53717 -5.33520
H 0.70262 5.21834 -3.57206
H -3.72160 -2.67503 0.19726
H 2.67924 4.06008 -0.74248
H -4.68496 -2.96801 -1.97537
C -0.36015 -0.27512 2.83515
H 4.32076 -1.70926 -1.82998
C 1.39252 4.77366 -2.87638
C 5.96961 -0.79403 -0.70270
C -3.35750 -2.36363 -3.61266
H -0.71478 -4.67647 5.76033
H -3.60336 -4.54948 -0.07630
H 2.88811 1.75764 4.20777
N 0.93812 -2.78788 -0.39106
H -1.27782 -1.98107 4.87382
H -3.13398 -1.34924 -3.14200
O -3.51455 2.81793 2.32975
H 4.12185 3.60175 1.46630
H -0.56666 -2.75106 3.45176
C 4.53721 -0.90405 -1.17863
H -2.46798 0.83980 -3.07234
H 1.66979 -2.24437 2.59674
H -1.25520 0.12829 3.34225
O -0.07463 -4.55962 0.56960
N -2.51897 -0.41492 -0.70185
C 0.04043 -0.05634 -3.44716
H -4.50698 5.09674 3.34854
H 0.96736 5.88589 -1.01863
H -2.15956 -3.50198 0.42021
O 2.95819 4.93095 -1.04916
C 1.82450 5.65827 -1.71079
O -2.72571 -3.24071 -1.47780
H -1.59260 -0.56590 -1.00639
C -3.75427 -3.29037 -2.43644
H -5.22233 -1.51569 -3.87287
C -4.55253 -2.11488 -4.47935
O 3.98103 1.08874 1.34336
H -3.17870 4.39108 1.25495
O -4.03623 1.28929 -0.31549
H 0.77006 0.51148 0.58656
C 0.09692 -4.42570 5.11467
N -0.50626 -0.16692 -4.67609
H 6.19146 0.02463 0.08776
H 0.96012 2.05815 1.38779
H -0.71746 -1.01431 2.03887
N 1.71131 -1.52439 3.31154
O 1.98677 1.87314 -0.54327
C -3.35651 5.01696 3.30704
C 0.89054 1.57751 0.38003
H -2.38183 -3.59722 -5.04689
H -3.39069 2.18276 -2.42245
C 0.98039 -3.93776 0.37042
H -3.95696 -4.36291 -2.79434
H 2.26657 -1.97218 4.04610
H 0.95964 3.83276 -2.52459
H 1.67592 -2.10309 -0.35664
H -5.10725 -3.01560 -4.75513
H -1.82739 3.94115 2.27878
N -3.05100 1.23706 -2.30943
N 3.13263 1.21235 3.43108
C -0.31657 -2.20077 4.37650
H -3.75777 2.45821 1.44588
H 3.82623 -0.49753 0.58166
*
```

(3)
The following is a quantum chemistry calculation of a 12-piece molecular cluster, C20H62N26O12PS overall, from OMol25.

Output
- HOMO-LUMO gap (eV) = 7.21
- highest occupied orbital energy (eV) = -10.48
- largest force on an atom (eV Å⁻¹) = 0.94

Structure (ORCA input):
```
! RIJCOSX wB97M-V def2-TZVPD def2/J DEFGRID3
* xyz 1 1
H -2.48280 -1.58976 -1.85412
N 9.70887 4.99698 3.94260
N 5.75831 -3.91651 -3.98273
N -8.42282 -11.88050 2.25409
H -5.83917 -2.20141 -0.93236
N -3.92395 -2.17828 2.61141
O -3.62110 -0.04263 -0.24257
N -1.06598 5.13194 -2.37446
N 1.40609 -3.67514 -2.61125
N 0.58722 4.62079 5.54997
O -3.08504 5.96856 0.91923
H 6.55557 4.88555 1.34833
H 4.44420 1.24992 -2.32786
C 1.50456 -2.36410 -2.98072
H 11.27183 7.52483 2.72010
O -6.10333 -1.60915 2.79478
H 1.26322 3.88841 5.45054
H -7.11362 -5.08874 2.24767
N 1.23110 -5.46179 -5.40377
H -4.58470 -3.97109 4.28076
C 4.19458 2.05429 -1.63815
S -0.03128 2.89384 -5.23092
H 3.85406 -6.18474 -7.11596
H -8.35593 -12.85149 2.01666
H -3.80718 -1.42202 1.95929
O 5.71885 -2.57350 -2.16821
O 0.52658 -1.74822 -3.40551
H -0.29523 4.98980 2.47352
H 11.70064 6.56222 4.09120
H 0.92174 -4.85394 -4.66829
P -0.37289 1.54168 -3.88554
N 2.90368 -6.22419 -6.80037
H -5.48940 6.51057 0.90616
H -4.11893 4.91372 3.73795
N -3.48620 5.10540 2.98485
H 0.08744 0.26824 -4.23071
H -7.94322 -11.20560 1.69057
H -3.14118 -2.75785 2.84453
H 4.51078 3.40180 -3.30982
H -8.04039 -7.89026 5.00330
N 7.66794 -2.79955 -3.30019
H -5.84882 5.86837 2.47217
H -3.04388 4.74336 -2.02601
H 0.58251 -6.10257 -5.81967
N -3.43554 -1.82500 -1.64650
H 10.30978 4.76950 4.71152
N -9.77991 -12.36940 4.05878
H 5.13383 4.61076 0.39388
H -1.28275 5.66892 -3.19980
C -0.10570 5.15573 4.49735
H -2.25883 3.41797 -2.85875
N 0.17225 4.60167 3.27249
H -8.28223 -8.26388 3.34470
H -2.50856 4.92154 3.11746
C -3.87087 5.71351 1.83194
N 5.96550 5.13647 0.57764
H 5.62476 3.65490 -1.96737
C -5.18493 -2.34475 3.13140
H -10.31792 -12.05740 4.84518
H 7.92876 6.70208 0.79854
C -2.11335 4.17787 -2.07602
H -2.95613 3.43230 -0.26994
O -1.12275 4.23234 0.17715
H 2.79719 -0.83923 -3.16022
H 2.39596 1.71856 -3.46798
H 6.22442 -4.32282 -4.77103
H -1.69551 1.32978 -3.49799
C -7.50204 -6.36516 3.78586
H 0.28620 1.37167 1.69275
O 9.20379 6.29786 2.15397
H 7.51795 7.69859 -0.57259
H 2.18043 -4.21357 -2.26840
C 4.60133 3.39955 -2.22462
N 2.72152 -1.78859 -2.85216
C -4.12733 -1.02467 -0.77543
H 0.40515 5.00235 6.45901
H -1.68292 4.93857 0.55561
N -7.44734 -6.01005 2.46127
H 8.88663 4.44678 3.78720
H 3.55839 -2.23290 -2.49450
H -5.93448 -0.83444 0.12472
H 4.63167 1.86464 -0.66569
O -7.14809 -5.59101 4.66517
O -0.92241 6.04585 4.63540
H -6.24382 -3.54000 4.41383
C 6.20307 6.20440 -0.25846
O 5.44287 6.44485 -1.18686
H 4.77703 -4.10678 -3.88292
N 0.62199 2.26008 1.33572
H 2.27090 -6.86654 -7.23774
C -1.95456 3.49155 -0.70110
H 3.96334 4.20017 -1.85089
H -0.15665 4.70757 -2.48422
C -9.14321 -11.41713 3.31939
C 0.04175 2.00211 -1.06495
H 8.20218 -3.19447 -4.05016
N 2.29178 2.12984 -0.21837
H -3.84115 -2.63076 -2.08246
C -1.41393 2.05323 -0.74133
H 0.83855 3.86255 3.14166
C 0.55149 1.82458 -2.33824
H -9.73628 -13.34876 3.85257
N 2.72691 1.98911 -1.46358
H 8.11611 -2.18112 -2.65148
H -0.13362 2.94084 1.39084
H -1.97980 1.46272 -1.45455
N -5.33541 -3.36185 4.01821
O -9.21697 -10.22907 3.59593
O 3.32785 -4.60031 -5.28103
C 1.93231 1.83057 -2.49612
N 11.07390 6.75716 3.33407
C 6.34823 -3.07375 -3.10310
H -1.60801 1.60285 0.22955
N -7.97413 -7.61005 4.04318
N 7.31593 6.91879 0.02401
H 0.49995 -4.09837 -2.67119
C 2.53604 -5.37880 -5.79716
C 0.99710 2.12983 -0.00845
C 9.95005 6.03184 3.08823
N -5.40880 -1.39318 -0.52620
N -5.18636 6.04708 1.74201
H -7.74539 -6.61489 1.72084
*
```

(4)
The following is a quantum chemistry calculation of a 11-piece molecular cluster, C20H62O20 overall in a non-equilibrium geometry, from OMol25.

Output
- HOMO-LUMO gap (eV) = 9.86
- highest occupied orbital energy (eV) = -9.91
- largest force on an atom (eV Å⁻¹) = 3.90

Structure (ORCA input):
```
! RIJCOSX wB97M-V def2-TZVPD def2/J DEFGRID3
* xyz 0 1
H 24.36972 -9.45553 -5.70263
H 24.16744 -9.04467 -4.27574
H 18.71381 -4.02098 -5.74742
H 25.96563 -7.26000 -6.69377
H 23.49236 -15.13313 -9.13244
H 24.79311 -14.14846 -9.66864
H 15.58543 -15.18778 -1.04666
O 19.12095 -17.00590 -6.17288
H 25.73500 -15.52653 -0.75407
O 23.33711 -12.12675 2.39637
C 26.24142 -8.37099 -5.11873
H 19.08398 -5.41618 -4.82772
O 25.71264 -7.19498 -5.76999
C 18.50159 -11.25921 -3.84038
O 19.85634 -12.93068 -4.92540
H 19.94875 -19.43808 -3.96011
C 16.84337 -14.56849 1.47007
H 26.73036 -8.08394 -4.18779
H 15.71833 -7.60890 -9.25041
H 22.96331 -11.34301 0.37952
H 14.92150 -11.60316 -11.10240
H 15.72592 -12.89621 -11.88278
H 17.68627 -7.77764 -8.08211
H 23.32070 -11.52817 3.14673
O 25.43405 -10.64992 -4.38776
C 12.88871 -14.39185 -4.23000
H 13.31478 -5.43076 -7.70734
H 22.57553 -16.51301 -1.77823
H 17.92205 -14.59161 1.31509
O 14.04865 -5.58695 -8.30620
H 15.03501 -15.67336 0.97709
H 18.47446 -18.71034 -4.46312
O 16.40608 -15.50212 -0.66023
O 24.48110 -14.28027 -7.64795
H 23.36609 -12.10358 -8.90673
C 20.00831 -18.03653 -5.70989
H 23.01039 -12.83736 -10.40075
H 23.89177 -14.83359 -2.47606
H 18.70318 -17.29941 -2.92016
C 23.96366 -14.16526 -8.96165
C 15.10613 -12.67378 -11.01418
H 20.49648 -10.88446 -4.77575
H 26.90467 -14.42420 -2.43075
O 23.37706 -16.32125 -1.28591
C 22.58439 -11.43051 1.39777
H 25.87062 -16.89916 -1.82793
H 16.67723 -12.90549 0.61068
C 25.71176 -15.82107 -1.80327
C 14.97217 -6.41172 -7.47693
C 16.08537 -15.69926 0.68696
H 24.65270 -15.22236 -7.57997
O 21.75890 -13.41991 -8.89950
H 25.07576 -11.28741 -5.00971
H 26.99269 -8.85174 -5.74527
O 13.25471 -13.55413 -3.16976
H 15.55124 -14.22336 -9.59543
H 19.74707 -13.52065 -4.17601
O 15.13353 -12.50198 -8.54380
H 24.24511 -16.45720 -3.20085
H 13.69932 -14.96450 -4.68062
H 21.15560 -3.97967 -4.21644
H 17.90304 -11.38096 -4.74316
O 16.22840 -13.25970 1.38184
C 15.70277 -13.15210 -9.72783
H 11.37352 -15.95398 -4.70737
H 20.62660 -11.72425 -3.33058
H 15.41125 -5.93840 -6.59870
O 16.80412 -7.90304 -7.72476
C 23.05552 -13.05701 -9.33407
H 22.51093 -10.39578 1.73253
H 19.99449 -18.92019 -6.34790
C 24.27371 -15.83972 -2.30307
H 18.52122 -10.20336 -3.57042
C 19.55297 -4.55179 -5.29780
O 26.76927 -15.34019 -2.68416
H 16.78331 -13.03953 -9.63920
H 11.31233 -16.74236 -2.64266
O 19.55298 -17.39982 -3.35534
H 20.32766 -5.00616 -5.91546
C 25.04525 -9.32721 -4.85689
O 20.21150 -3.80680 -4.23613
C 19.52915 -18.49041 -4.29771
H 12.56427 -12.89216 -3.25172
H 17.17938 -12.46426 -3.04592
C 19.98258 -11.65985 -4.20761
H 16.83558 -14.76737 2.54174
C 11.70125 -15.32813 -3.87731
H 13.62443 -13.07621 -10.01630
O 13.82357 -13.27625 -10.93387
C 16.05309 -7.00185 -8.40928
H 21.57283 -11.83639 1.38728
H 16.84959 -6.37919 -8.81668
H 19.46088 -16.13581 -5.95155
H 21.02962 -17.66509 -5.62575
H 12.55269 -13.77227 -5.06145
O 12.09020 -16.26394 -2.93871
H 16.38846 -16.73101 0.86507
H 14.33024 -7.12081 -6.95425
O 17.81903 -11.80557 -2.76560
H 15.59801 -11.70123 -8.28948
H 10.84919 -14.96157 -3.30482
H 21.58231 -13.28494 -7.96558
*
```